Density functional theory data (ωB97M-V/def2-TZVPD) for a molecular structure, C33H31AlCl3N5O4S2.

Element x y z (Å)
Al -0.1012 -1.1965 -0.1611
O 3.0580 -1.9038 -3.0017
C 4.0103 -1.2621 -2.2899
C 5.3173 -1.3576 -2.7596
C 6.3393 -0.7195 -2.0918
C 6.0906 0.0282 -0.9359
C 4.8085 0.1178 -0.4582
C 3.7426 -0.5264 -1.1177
C 2.4143 -0.4402 -0.5526
O 1.3916 -0.9817 -1.2010
N 2.2192 0.1809 0.6036
N 0.9112 0.0510 0.9238
C 0.3412 0.6243 1.9106
C -1.0811 0.2710 2.0460
C -1.8968 0.7414 3.0544
C -3.2275 0.3412 3.0741
C -3.7002 -0.5105 2.0876
C -2.8246 -0.9427 1.1081
N -1.5419 -0.5676 1.0867
H 2.1996 -1.6716 -2.6194
H 5.4981 -1.9297 -3.6593
H 7.3481 -0.7929 -2.4769
H 6.8992 0.5351 -0.4288
H 4.5909 0.6899 0.4325
H 0.8412 1.3084 2.5868
H -1.4914 1.4052 3.8060
H -3.8893 0.6966 3.8528
H -4.7304 -0.8352 2.0694
H -3.1421 -1.6014 0.3102
O -1.2654 -1.3552 -1.5472
S -0.9139 -1.5793 -3.0602
C -2.0328 -2.9019 -3.5371
C -3.4052 -2.2529 -3.6575
C -3.1724 -0.9650 -4.4446
C -1.8985 -0.3039 -3.8954
H -1.9337 -3.7025 -2.8051
H -1.6588 -3.2569 -4.5015
H -3.8071 -2.0411 -2.6656
H -4.1020 -2.9196 -4.1630
H -4.0139 -0.2795 -4.3653
H -3.0369 -1.1940 -5.5015
H -2.0854 0.4365 -3.1175
H -1.2675 0.1472 -4.6596
Cl 1.2041 1.0341 5.3578
C 1.4007 -0.6460 4.9677
C 2.2622 -1.0202 3.9490
C 2.4018 -2.3680 3.6549
C 1.7082 -3.3446 4.3635
C 1.8664 -4.8074 3.9891
C 0.6577 -5.3128 3.1915
N 0.5830 -4.5867 1.9235
C 1.3555 -4.8481 0.8128
C 1.1427 -3.8287 -0.0511
N 0.2536 -2.9321 0.5333
C -0.0477 -3.4318 1.7288
O 2.9599 -4.9869 3.1351
C 4.2380 -5.0969 3.7778
C 5.2788 -4.7818 2.7560
C 5.4865 -5.5158 1.6254
Cl 4.6652 -6.9573 1.1804
S 6.7027 -4.8579 0.6187
C 6.9542 -3.5635 1.7073
C 6.1382 -3.6458 2.7916
C 0.8537 -2.9280 5.3810
Cl -0.0427 -4.0962 6.3003
C 0.6898 -1.5873 5.6932
H 2.8253 -0.2786 3.3982
H 3.0766 -2.6779 2.8652
H 1.9465 -5.4202 4.8935
H -0.2714 -5.1692 3.7368
H 0.7865 -6.3692 2.9686
H 1.9957 -5.7117 0.7581
H 1.5794 -3.6548 -1.0197
H -0.6984 -2.9773 2.4590
H 4.3466 -6.1096 4.1767
H 4.3054 -4.3870 4.6072
H 7.7105 -2.8236 1.5000
H 6.1575 -2.9365 3.6080
H 0.0327 -1.2893 6.4983

Summary:
Total charge   +2
HOMO   -0.46657 Ha
Largest force on an atom   0.0054 Eh/bohr
ΔE to the lowest compared entry with this formula, charge and spin   0.00 kJ/mol
M   759.12 g mol⁻¹

Atom charges from the Löwdin analysis, given in e for atoms 1 to 2:
1 Al 0.059
2 O 0.077

Density functional theory data (ωB97M-V/def2-TZVPD) for a molecular structure, C33H31AsBCaCl7F4O6S at a distorted geometry.

Element x y z (Å)
Ca 0.5815 0.1671 -0.1955
Cl 0.3418 -1.7147 2.2836
C -1.3645 -2.0700 2.6238
Cl -2.3643 -0.6194 2.8010
H -1.4008 -2.6114 3.5595
H -1.7400 -2.6314 1.7802
O -1.2725 1.0212 -3.2199
C -0.2205 0.7704 -2.6307
O 0.1352 -0.3836 -2.1674
C 0.8404 1.8683 -2.3844
O 1.3877 2.4065 -3.3294
O 1.0951 2.0856 -1.1183
Cl 1.6839 -3.1670 -1.7936
C 2.9435 -2.4331 -0.8192
C 2.6608 -1.2599 -0.1257
C 3.7071 -0.8108 0.6662
Cl 3.4286 0.6424 1.6105
C 4.9490 -1.4313 0.7771
Cl 6.1888 -0.8053 1.8234
C 5.1899 -2.5819 0.0332
Cl 6.7270 -3.3813 0.1259
C 4.1747 -3.0897 -0.7765
Cl 4.4685 -4.5317 -1.7073
C -6.1674 0.2304 -0.7875
C -4.7023 0.1624 -1.2068
C -4.0006 -1.0920 -0.6989
S -2.2692 -1.0806 -1.2770
O -1.5715 -2.0777 -0.3780
C -2.5763 -1.9372 -2.8789
C -2.0587 -3.3687 -2.8552
C -3.0345 -4.3556 -2.2132
H -6.6397 1.1471 -1.1521
H -6.2558 0.2188 0.3022
H -6.7296 -0.6210 -1.1841
H -4.1704 1.0273 -0.8061
H -4.6246 0.2124 -2.2985
H -4.4992 -2.0107 -1.0196
H -3.9195 -1.0795 0.3908
H -2.0410 -1.3230 -3.6018
H -3.6482 -1.8859 -3.0926
H -1.1259 -3.3816 -2.2898
H -1.8319 -3.6762 -3.8787
H -3.2055 -4.0871 -1.1686
H -2.6371 -5.3741 -2.2384
H -3.9974 -4.3547 -2.7370
O -1.2073 1.2691 0.1347
As -1.2335 2.9170 -0.0932
C -2.8834 3.3258 0.8865
C -2.7844 3.0415 2.2532
C -3.8937 3.1591 3.0771
C -5.1192 3.5456 2.5449
C -5.2252 3.8254 1.1906
C -4.1094 3.7205 0.3647
C -0.0478 4.1721 0.7927
C -0.5805 5.4504 0.9553
C 0.1933 6.4602 1.5050
C 1.5007 6.1915 1.8964
C 2.0278 4.9209 1.7304
C 1.2606 3.9104 1.1687
C -1.4939 3.7891 -1.8064
C -0.5296 4.6722 -2.2737
C -0.6887 5.2777 -3.5128
C -1.8070 5.0006 -4.2850
C -2.7711 4.1130 -3.8207
C -2.6063 3.4972 -2.5920
H -1.8349 2.7286 2.6744
H -3.7946 2.9446 4.1350
H -5.9922 3.6226 3.1832
H -6.1789 4.1234 0.7699
H -4.2064 3.9626 -0.6828
H -1.5986 5.6557 0.6543
H -0.2253 7.4519 1.6305
H 2.1041 6.9766 2.3373
H 3.0406 4.7024 2.0458
H 1.6782 2.9269 1.0375
H 0.3586 4.8641 -1.6887
H 0.0850 5.9374 -3.8867
H -1.9117 5.4478 -5.2665
H -3.6297 3.8671 -4.4344
H -3.3183 2.7523 -2.2642
F 0.3585 1.2389 4.9093
B 0.6985 2.1455 3.8870
F 2.0757 2.4592 3.9326
F -0.0710 3.3313 4.0283
F 0.3970 1.5605 2.6130

Summary:
Total charge   -2
HOMO   -0.12435 Ha
Largest force on an atom   0.0629 Eh/bohr
ΔE to the lowest compared entry with this formula, charge and spin   95.60 kJ/mol
M   1005.65 g mol⁻¹

Atom charges from the Löwdin analysis, given in e for atoms 1 to 2:
1 Ca 1.216
2 Cl 0.608

Density functional theory data (ωB97M-V/def2-TZVPD) for a molecular structure, C33H31BMnN9O3S at a distorted geometry.

Element x y z (Å)
Mn -0.0935 0.2244 -0.0219
C 3.2120 0.9748 -0.3881
C 2.5028 0.3027 -1.4895
C 2.9992 -0.1017 -2.7513
C 1.9238 -0.6416 -3.4272
N 0.8790 -0.5680 -2.6629
N 1.2146 0.0068 -1.4647
B -0.6745 -0.5536 -2.9928
N -1.4295 -1.4112 -1.8649
C -2.4808 -2.1685 -2.0243
C -2.9109 -2.5960 -0.7793
C -2.0715 -1.9685 0.1382
C -2.1328 -2.1017 1.6038
N -1.1673 -1.2111 -0.5415
N -1.2090 0.9053 -2.7326
C -1.7175 1.8369 -3.5340
C -1.8691 2.9861 -2.7931
C -1.3283 2.7001 -1.5080
C -1.1800 3.5840 -0.3456
N -0.9073 1.4184 -1.4724
N -0.8623 -1.1733 -4.3267
C -0.6977 -2.4828 -4.6936
C -0.8857 -2.6321 -6.0530
C -1.1560 -1.3017 -6.4584
C -1.3874 -0.8516 -7.8763
N -1.1330 -0.4460 -5.4482
H 3.4113 0.2858 0.4356
H 2.6789 1.8454 -0.0363
H 4.1730 1.3866 -0.7902
H 3.9964 -0.0534 -3.1659
H 1.7698 -0.8804 -4.4528
H -2.7993 -2.4884 -3.0096
H -3.7189 -3.2607 -0.5931
H -3.0376 -2.6603 1.9072
H -2.0116 -1.1627 2.0852
H -1.3108 -2.7533 1.9763
H -1.9345 1.6644 -4.5821
H -2.2558 3.9456 -3.0458
H -1.2815 4.6360 -0.7242
H -0.2065 3.4120 0.1298
H -2.0507 3.4792 0.3095
H -0.4428 -3.1962 -3.9356
H -0.7473 -3.4786 -6.6695
H -0.4562 -0.9605 -8.4712
H -1.5854 0.2303 -7.8346
H -2.1715 -1.3063 -8.4680
C 2.7589 -0.7303 4.9559
C 1.5922 0.0350 4.4832
C 0.8984 -0.4546 3.2504
C 1.5957 -1.1241 2.3234
C 1.0988 -1.1822 0.9236
C 1.6566 -2.1894 0.1602
C 2.8006 -2.8167 0.6243
C 3.4296 -2.6191 1.8891
C 2.8214 -1.7790 2.7612
C 3.3456 -1.5896 4.1329
H 3.1626 -0.4066 5.8718
H 0.8683 0.3147 5.2654
H -0.1077 -0.1421 3.0334
H 1.2048 -2.4498 -0.7952
H 3.3649 -3.5007 -0.0318
H 4.3750 -3.1631 2.0865
H 4.2889 -2.1084 4.3832
O -1.1926 1.0708 1.3518
C -0.6492 1.6693 2.3144
N 0.5924 2.0932 2.2095
S 1.1721 2.5294 3.5943
O 1.9011 3.7006 3.8325
O 2.1931 1.3123 3.9614
C -0.3345 2.3435 4.4668
C -0.6027 2.7851 5.7343
C -1.8743 2.5388 6.2271
C -2.8561 1.9657 5.4044
C -2.5746 1.5887 4.0743
C -1.3038 1.8134 3.6189
H 0.1802 3.1580 6.3683
H -2.0651 2.8881 7.2283
H -3.9029 1.8417 5.7639
H -3.2939 1.1928 3.3757

Summary:
Total charge   +2
HOMO (spin up / spin down)   -0.49134 / -0.49134 Ha
Largest force on an atom   0.0747 Eh/bohr
M   699.49 g mol⁻¹
2S+1   3

Atom charges from the Löwdin analysis, given in e for atoms 1 to 2:
1 Mn 0.857
2 C 0.006